ORCA calculation (wB97M-V/def2-TZVPD) on C19H32BrNO4Re as an isolated structure in a non-equilibrium geometry.

As for the charge: +2. Its orbital gap (spin up / spin down) is 8.40 / 7.47 eV. The HOMO energy (spin up / spin down) is -14.609 / -14.083 eV. The electronic energy comes out at -3750.51204 a.u. As for the LUMO energy (spin up / spin down): -6.21 / -6.61 eV. Its spin multiplicity is 4.

Structure (XYZ):
```
58
C19H32BrNO4Re | the OMol25 dataset | wB97M-V/def2-TZVPD
Re -0.404 0.959 0.253
C -2.822 0.822 2.315
C -2.019 -0.205 3.111
O -1.079 -0.817 2.229
C -0.083 -1.589 2.899
C 1.333 -1.073 2.554
O 1.218 0.296 2.198
C 2.357 1.109 2.433
C 2.012 2.515 1.875
O 0.625 2.659 1.616
C -0.185 2.945 2.762
C -1.634 2.955 2.276
O -1.979 1.735 1.615
H -3.502 1.365 2.976
H -3.406 0.310 1.545
H -2.703 -0.966 3.508
H -1.500 0.274 3.951
H -0.180 -2.637 2.595
H -0.243 -1.529 3.978
H 1.772 -1.634 1.722
H 1.982 -1.184 3.426
H 3.238 0.705 1.920
H 2.560 1.148 3.511
H 2.498 2.660 0.908
H 2.342 3.301 2.562
H 0.067 3.935 3.161
H -0.029 2.197 3.547
H -1.747 3.749 1.529
H -2.322 3.146 3.102
C 2.096 -1.921 -3.941
C 1.887 -0.647 -3.187
C 2.483 0.517 -3.669
C 2.184 1.740 -3.089
C 1.342 1.744 -2.001
Br 0.612 3.367 -1.301
N 0.860 0.631 -1.413
C 1.095 -0.553 -2.032
H 2.291 -1.697 -4.987
H 1.239 -2.585 -3.894
H 2.963 -2.456 -3.550
H 3.121 0.479 -4.539
H 2.565 2.664 -3.491
H 0.811 -2.649 -1.798
C -1.347 -0.968 -3.273
C -1.154 -1.712 -1.948
C -2.031 -1.056 -0.883
C -1.626 -3.161 -2.095
C 0.342 -1.723 -1.481
H -2.390 -1.012 -3.572
H -0.758 -1.413 -4.068
H -1.075 0.082 -3.180
H -3.060 -0.975 -1.234
H -1.730 0.043 -0.695
H -2.015 -1.623 0.048
H -2.685 -3.193 -2.340
H -1.468 -3.723 -1.179
H -1.091 -3.656 -2.896
H 0.372 -1.694 -0.386
```

***

ORCA calculation (wB97M-V/def2-TZVPD) on a 8-piece molecular cluster, C19H32Cl14F3NO7S overall in a non-equilibrium geometry.

As for the charge: 0. Its SMILES is O=NOC[C@@]1(S(=O)(=O)C(F)(F)F)COC(=O)O1.ClCCCl.ClCCCl.ClCCCl.ClCCCl.ClCCCl.ClCCCl.ClCCCl. Its orbital gap is 10.27 eV. The HOMO energy is -10.359 eV. The electronic energy comes out at -8464.95923 a.u. As for the LUMO energy: -0.09 eV.

Structure (XYZ):
```
77
C19H32Cl14F3NO7S | the OMol25 dataset | wB97M-V/def2-TZVPD
O -1.702 3.183 5.033
N -1.752 2.883 3.910
O -0.483 2.446 3.454
C -0.721 1.355 2.535
C 0.618 0.593 2.389
S 0.609 -1.151 3.051
O -0.728 -1.659 2.861
O 1.024 -1.114 4.424
C 1.699 -2.244 2.019
F 1.967 -3.371 2.650
F 1.106 -2.556 0.882
F 2.862 -1.632 1.776
C 1.211 0.716 0.959
O 2.558 1.121 1.103
C 2.811 1.311 2.413
O 3.836 1.519 2.954
O 1.634 1.225 3.143
H -1.035 1.788 1.581
H -1.556 0.766 2.949
H 1.005 -0.199 0.390
H 0.706 1.482 0.358
Cl -3.407 -0.232 2.754
C -4.786 -1.302 3.125
C -4.739 -2.577 2.323
Cl -5.028 -2.292 0.589
H -5.703 -0.746 2.941
H -4.731 -1.532 4.188
H -5.518 -3.254 2.667
H -3.778 -3.076 2.427
Cl -8.112 -3.581 -0.823
C -8.459 -5.297 -0.491
C -8.663 -5.574 0.977
Cl -7.159 -5.397 1.916
H -7.642 -5.888 -0.897
H -9.368 -5.545 -1.036
H -8.997 -6.602 1.112
H -9.408 -4.910 1.408
Cl 0.711 0.269 9.566
C 2.081 0.869 8.596
C 2.513 -0.121 7.545
Cl 3.259 -1.577 8.256
H 2.895 1.107 9.278
H 1.752 1.789 8.117
H 3.261 0.335 6.897
H 1.677 -0.439 6.928
Cl 6.063 -3.373 -0.940
C 5.654 -3.142 0.780
C 6.847 -2.718 1.599
Cl 8.058 -4.017 1.746
H 5.226 -4.071 1.150
H 4.889 -2.371 0.821
H 6.526 -2.466 2.608
H 7.337 -1.849 1.167
Cl 0.858 4.336 -1.461
C -0.149 3.712 -2.796
C -1.311 2.897 -2.290
Cl -0.776 1.360 -1.553
H 0.488 3.131 -3.457
H -0.521 4.576 -3.346
H -1.973 2.639 -3.114
H -1.887 3.442 -1.546
Cl 2.640 3.858 -5.422
C 2.820 2.228 -6.125
C 1.487 1.597 -6.428
Cl 0.584 1.196 -4.940
H 3.401 1.624 -5.431
H 3.389 2.339 -7.045
H 1.633 0.664 -6.970
H 0.865 2.248 -7.033
Cl -0.470 3.963 -8.600
C 0.984 4.513 -9.474
C 1.471 3.491 -10.471
Cl 2.135 2.032 -9.685
H 1.749 4.751 -8.738
H 0.711 5.429 -9.995
H 2.274 3.917 -11.070
H 0.674 3.176 -11.139
```

***

ORCA calculation (wB97M-V/def2-TZVPD) on a 7-piece molecular cluster, C19H32Cl6O12 overall in a non-equilibrium geometry.

As for the charge: -1. Its orbital gap (spin up / spin down) is 1.54 / 10.24 eV. The HOMO energy (spin up / spin down) is 0.482 / -8.280 eV. The electronic energy comes out at -4407.13785 a.u. As for the LUMO energy (spin up / spin down): 2.02 / 1.96 eV. Its spin multiplicity is 2.

Structure (XYZ):
```
69
C19H32Cl6O12 | the OMol25 dataset | wB97M-V/def2-TZVPD
Cl 1.578 4.838 -0.386
C 1.813 5.208 -2.107
C 3.148 4.932 -2.701
Cl 3.437 3.176 -2.509
H 1.549 6.265 -2.109
H 1.110 4.673 -2.746
H 3.896 5.596 -2.267
H 3.189 5.048 -3.784
Cl -1.599 -3.900 0.888
C -2.763 -3.725 -0.449
C -2.716 -2.400 -1.156
Cl -3.961 -2.309 -2.338
H -3.769 -3.893 -0.064
H -2.615 -4.587 -1.099
H -1.811 -2.327 -1.759
H -2.959 -1.616 -0.439
Cl 3.922 -4.304 1.407
C 2.096 -4.123 0.966
C 1.898 -2.762 0.147
Cl 3.173 -2.439 -1.020
H 1.496 -4.319 1.855
H 1.896 -4.938 0.270
H 1.690 -1.835 0.681
H 0.935 -2.898 -0.345
C -3.751 1.667 0.009
C -3.543 2.235 -1.393
O -2.669 3.393 -1.096
C -2.190 3.381 0.175
O -1.489 4.173 0.727
O -2.819 2.391 0.809
H -3.519 0.610 -0.122
H -4.753 1.900 0.371
H -4.486 2.623 -1.777
H -3.088 1.489 -2.045
C 4.081 -1.831 4.474
C 3.004 -1.088 3.645
O 1.830 -1.487 4.150
C 1.985 -2.745 4.529
O 1.105 -3.541 4.745
O 3.278 -2.974 4.638
H 4.291 -1.307 5.406
H 4.918 -1.914 3.781
H 3.234 -1.434 2.637
H 3.266 -0.030 3.688
C 0.379 0.439 -3.754
C -1.125 0.560 -3.452
O -1.631 0.366 -4.784
C -0.734 -0.058 -5.631
O -0.963 -0.460 -6.793
O 0.480 -0.112 -5.045
H 0.904 -0.166 -3.015
H 0.775 1.447 -3.638
H -1.459 1.575 -3.235
H -1.283 -0.172 -2.660
C -1.738 -0.592 4.069
C -1.864 -0.299 2.602
O -0.720 0.400 2.163
C -0.291 0.391 0.884
O -0.848 -0.203 -0.064
O 0.850 1.110 0.840
C 1.337 1.402 -0.351
H -0.773 -1.058 4.265
H -2.614 -1.229 4.198
H -1.910 0.205 4.793
H -2.758 0.219 2.256
H -1.959 -1.256 2.090
H 2.114 2.137 -0.140
H 0.639 1.886 -1.033
H 1.873 0.595 -0.850
```

***

ORCA calculation (wB97M-V/def2-TZVPD) on a 4-piece molecular cluster, C19H32F3O11P overall in a non-equilibrium geometry.

As for the charge: 0. Its SMILES is O=C1OC[C@@H](F)O1.O=C1OC[C@@H](F)O1.O=C1OC[C@@H](F)O1.COCCCCCCCCCPO. Its orbital gap is 8.87 eV. The HOMO energy is -8.504 eV. The electronic energy comes out at -2211.75239 a.u. As for the LUMO energy: 0.36 eV.

Structure (XYZ):
```
66
C19H32F3O11P | the OMol25 dataset | wB97M-V/def2-TZVPD
O -2.816 -0.426 -5.071
C -2.695 -1.433 -4.462
O -1.638 -1.721 -3.659
C -1.933 -2.956 -3.004
C -2.930 -3.582 -3.937
F -3.832 -4.345 -3.268
O -3.594 -2.455 -4.481
H -2.358 -2.753 -2.018
H -1.035 -3.559 -2.883
H -2.486 -4.168 -4.745
O 2.146 -2.803 -1.667
C 3.274 -3.111 -1.484
O 3.994 -3.903 -2.315
C 5.335 -3.928 -1.822
C 5.142 -3.577 -0.374
F 6.202 -2.887 0.115
O 4.011 -2.722 -0.407
H 5.933 -3.184 -2.352
H 5.786 -4.908 -1.962
H 4.934 -4.432 0.274
O 1.330 0.677 7.289
C 0.370 0.244 6.753
O -0.400 0.942 5.879
C -1.370 0.034 5.354
C -1.433 -1.019 6.422
F -1.703 -2.244 5.900
O -0.113 -1.017 6.936
H -1.015 -0.361 4.398
H -2.326 0.530 5.196
H -2.139 -0.803 7.228
C -1.801 5.615 0.091
O -2.178 5.847 -1.249
C -2.682 4.647 -1.849
C -1.615 3.520 -1.801
C -1.837 2.390 -2.838
C -1.083 1.071 -2.535
C 0.372 1.244 -2.002
C 0.413 1.413 -0.451
C 1.462 0.517 0.255
C 1.401 0.854 1.791
C 1.940 -0.293 2.699
P 1.139 -1.956 2.419
O -0.508 -1.691 2.087
H -0.722 5.397 0.198
H -2.370 4.802 0.576
H -2.016 6.539 0.657
H -2.920 4.846 -2.902
H -3.556 4.351 -1.241
H -1.661 3.045 -0.801
H -0.591 3.932 -1.865
H -2.919 2.146 -2.825
H -1.649 2.761 -3.861
H -1.633 0.393 -1.856
H -1.000 0.519 -3.479
H 0.847 2.077 -2.548
H 0.931 0.327 -2.265
H -0.586 1.151 -0.062
H 0.646 2.463 -0.199
H 1.317 -0.553 0.049
H 2.463 0.832 -0.094
H 1.939 1.809 1.906
H 0.335 1.039 2.022
H 3.039 -0.320 2.652
H 1.684 -0.016 3.741
H 1.739 -2.462 1.217
H -0.983 -2.386 2.530
```

***

ORCA calculation (wB97M-V/def2-TZVPD) on a 5-piece molecular cluster, C19H32F7INO8S4 overall.

As for the charge: -1. Its orbital gap is 6.24 eV. The HOMO energy is -4.324 eV. The electronic energy comes out at -3989.39460 a.u. As for the LUMO energy: 1.91 eV.

Structure (XYZ):
```
72
C19H32F7INO8S4 | the OMol25 dataset | wB97M-V/def2-TZVPD
F 3.494 -4.313 -3.102
C 2.328 -4.989 -3.182
F 2.286 -5.572 -4.380
F 2.390 -5.935 -2.251
C 1.167 -3.977 -3.021
F 1.314 -3.430 -1.781
F 1.431 -2.993 -3.937
C -0.279 -4.562 -3.195
F -1.091 -3.468 -2.723
F -0.524 -4.538 -4.558
N -0.416 -5.695 -2.483
I -1.318 -7.264 -3.427
C 1.826 -0.409 -0.737
C 1.866 -0.010 0.741
C 1.487 1.472 0.834
S 0.414 1.782 -0.572
O 1.075 2.717 -1.459
O -0.930 2.066 -0.118
C 0.512 0.143 -1.279
H 1.873 -1.486 -0.861
H 2.668 0.037 -1.273
H 1.143 -0.612 1.293
H 2.845 -0.193 1.182
H 0.928 1.706 1.738
H 2.346 2.134 0.735
H 0.473 0.221 -2.363
H -0.341 -0.427 -0.913
C -3.018 3.462 4.231
C -1.905 4.277 3.556
C -0.573 3.820 4.163
S -0.816 2.107 4.661
O -0.700 2.018 6.095
O -0.049 1.241 3.806
C -2.544 2.013 4.207
H -3.970 3.574 3.715
H -3.153 3.793 5.263
H -1.908 4.079 2.483
H -2.049 5.348 3.694
H 0.250 3.853 3.454
H -0.312 4.380 5.060
H -3.054 1.360 4.911
H -2.589 1.592 3.202
C 1.640 -5.994 3.409
C 2.051 -6.500 2.016
C 1.141 -5.817 0.987
S 0.671 -4.248 1.718
O -0.746 -4.250 1.971
O 1.289 -3.160 1.004
C 1.518 -4.479 3.282
H 2.365 -6.272 4.173
H 0.674 -6.420 3.689
H 3.092 -6.230 1.826
H 1.974 -7.583 1.940
H 1.629 -5.617 0.038
H 0.222 -6.369 0.806
H 0.935 -4.005 4.068
H 2.494 -4.003 3.197
C -0.954 4.423 -4.232
C -0.904 4.825 -2.753
C -1.296 6.307 -2.673
S -2.380 6.615 -4.073
O -1.734 7.545 -4.969
O -3.724 6.874 -3.617
C -2.271 4.971 -4.773
H -0.893 3.343 -4.355
H -0.117 4.870 -4.772
H -1.613 4.221 -2.185
H 0.077 4.651 -2.323
H -1.837 6.558 -1.764
H -0.437 6.966 -2.785
H -2.316 5.051 -5.856
H -3.125 4.405 -4.401
```

***

ORCA calculation (wB97M-V/def2-TZVPD) on C19H32N7O4OsS as an isolated structure.

As for the charge: +3. Its orbital gap is 5.93 eV. The HOMO energy is -15.560 eV. The electronic energy comes out at -1915.34767 a.u. As for the LUMO energy: -9.63 eV.

Structure (XYZ):
```
64
C19H32N7O4OsS | the OMol25 dataset | wB97M-V/def2-TZVPD
Os -0.043 1.578 0.119
C -2.079 3.312 -1.627
C -0.974 2.871 -2.576
N -0.178 1.700 -2.063
C 1.206 1.720 -2.647
C 2.204 1.140 -1.672
N 1.989 1.827 -0.373
C 2.974 1.418 0.659
C 2.758 2.143 1.979
C 1.577 1.679 2.824
N 0.220 1.891 2.240
C -0.347 3.249 2.521
C 0.032 4.257 1.455
N -0.266 3.698 0.102
C -1.602 4.123 -0.412
H -2.774 3.938 -2.188
H -2.651 2.432 -1.327
H -1.397 2.619 -3.550
H -0.282 3.695 -2.752
H -0.627 0.870 -2.440
H 1.239 1.205 -3.607
H 1.472 2.761 -2.840
H 2.048 0.072 -1.513
H 3.223 1.287 -2.038
H 2.188 2.814 -0.549
H 2.901 0.337 0.775
H 3.979 1.635 0.288
H 3.651 1.985 2.586
H 2.726 3.220 1.802
H 1.681 0.609 3.016
H 1.621 2.166 3.801
H -0.394 1.249 2.733
H -1.431 3.138 2.557
H -0.029 3.607 3.502
H -0.508 5.192 1.616
H 1.093 4.490 1.497
H 0.408 4.119 -0.534
H -2.314 4.041 0.411
H -1.553 5.185 -0.663
O -2.158 1.240 0.838
H -2.855 1.903 0.759
H -2.588 0.381 0.731
O -3.153 -9.569 -1.190
S -3.466 -8.211 -1.079
O -4.655 -7.619 -0.636
O -2.420 -7.243 -1.573
C -1.275 -6.685 -0.835
N -0.472 -7.593 -0.397
C 0.566 -7.088 0.282
C 0.721 -5.721 0.448
C -0.249 -4.880 -0.088
N -1.302 -5.396 -0.751
C -0.190 -3.395 0.009
C 0.693 -2.738 0.859
C 0.728 -1.357 0.879
N -0.046 -0.574 0.106
C -0.918 -1.223 -0.692
C -1.023 -2.598 -0.770
H 1.276 -7.800 0.683
H 1.586 -5.345 0.973
H 1.355 -3.270 1.529
H 1.406 -0.846 1.547
H -1.566 -0.602 -1.301
H -1.740 -3.043 -1.445
```

***

ORCA calculation (wB97M-V/def2-TZVPD) on a 2-piece molecular cluster, C19H32O6 overall.

As for the charge: 0. Its SMILES is CCCCCCCCC1=C(C[C@@H](C)O)C(=O)OC1=O.CCOC(C)=O. Its orbital gap is 9.51 eV. The HOMO energy is -10.094 eV. The electronic energy comes out at -1194.64492 a.u. As for the LUMO energy: -0.58 eV.

Structure (XYZ):
```
57
C19H32O6 | the OMol25 dataset | wB97M-V/def2-TZVPD
C 3.937 2.350 -1.572
C 3.784 0.833 -1.484
C 4.995 0.169 -0.832
C 5.048 -1.362 -0.860
C 3.759 -2.053 -0.401
C 2.699 -2.239 -1.499
C 1.290 -1.919 -1.016
C 0.209 -2.294 -2.034
C -1.117 -1.716 -1.685
C -1.521 -0.449 -1.625
C -0.796 0.820 -1.910
C -0.704 1.786 -0.713
C -0.167 1.142 0.547
O 0.212 2.835 -1.041
C -2.948 -0.445 -1.209
O -3.668 0.482 -1.029
O -3.368 -1.749 -1.033
C -2.269 -2.567 -1.272
O -2.336 -3.746 -1.155
H 2.983 2.828 -1.797
H 4.637 2.624 -2.364
H 4.315 2.761 -0.633
H 2.879 0.606 -0.913
H 3.641 0.435 -2.493
H 5.893 0.562 -1.322
H 5.050 0.500 0.210
H 5.324 -1.719 -1.858
H 5.857 -1.671 -0.194
H 4.009 -3.036 0.003
H 3.334 -1.484 0.434
H 2.920 -1.580 -2.342
H 2.736 -3.261 -1.887
H 1.236 -0.849 -0.797
H 1.083 -2.437 -0.074
H 0.114 -3.381 -2.061
H 0.494 -1.957 -3.035
H -1.325 1.328 -2.724
H 0.216 0.599 -2.257
H -1.688 2.216 -0.517
H -0.733 0.250 0.819
H 0.885 0.885 0.404
H -0.238 1.846 1.373
H -0.141 3.331 -1.786
C -4.148 -0.434 4.653
C -4.406 1.057 4.617
O -3.494 1.745 3.753
C -3.687 1.845 2.418
C -4.796 1.062 1.759
O -2.920 2.522 1.789
H -4.311 -0.894 3.678
H -4.816 -0.912 5.371
H -3.119 -0.629 4.953
H -5.437 1.287 4.346
H -4.226 1.497 5.597
H -4.376 0.121 1.403
H -5.138 1.620 0.892
H -5.642 0.841 2.403
```

***

| no. | molecular weight (g mol⁻¹) |
| --- | --- |
| 1 | 604.58 |
| 2 | 971.87 |
| 3 | 665.17 |
| 4 | 524.42 |
| 5 | 790.62 |
| 6 | 644.81 |
| 7 | 356.46 |